Arrangement A

Formula: C2H4N4
Source: OMol25
Level of theory: ωB97M-V/def2-TZVPD

Structure (XYZ):
```
10
Properties=species:S:1:pos:R:3:nbo_charge:R:1
C 0.2094 -0.5422 1.4786 -0.422
N 0.0160 0.0734 0.1756 0.021
N 0.7507 -0.3253 -0.9403 -0.290
C 0.1065 0.4105 -1.8476 0.108
N -0.8787 1.1544 -1.3690 -0.288
N -0.8601 0.9086 -0.0970 -0.030
H 0.0404 0.2036 2.2026 0.228
H -0.6667 -1.1290 1.7098 0.221
H 1.1215 -1.1026 1.6073 0.242
H 0.1611 0.3485 -2.9201 0.210
```

Output
Frontier orbital gap in Eh: 0.43654
SMILES: Cn1ncnn1
HOMO energy in eV: -10.930

***

Arrangement B

Formula: C2H4N4
Source: OMol25
Level of theory: ωB97M-V/def2-TZVPD

Structure (XYZ):
```
10
Properties=species:S:1:pos:R:3:nbo_charge:R:1
C 1.7132 0.2592 0.0156 -0.362
N 0.0294 0.1755 -0.0504 -0.037
N -0.6176 -0.9719 -0.2970 -0.255
C -1.8753 -0.6472 -0.1477 0.075
N -1.9736 0.6433 0.2294 -0.263
N -0.8303 1.1694 0.3392 -0.035
H 1.9998 -0.7487 0.0520 0.221
H 2.1963 0.7527 -0.8316 0.219
H 1.9396 0.8323 0.8941 0.221
H -2.5816 -1.4647 -0.2036 0.217
```

Output
Frontier orbital gap in Eh: 0.41896
SMILES: Cn1ncnn1
HOMO energy in eV: -10.506

***

Most stable of them? arrangement A.

***

Arrangement A

Formula: C7H35NO10
Source: OMol25
Level of theory: ωB97M-V/def2-TZVPD

Structure (XYZ):
```
53
Properties=species:S:1:pos:R:3:nbo_charge:R:1
C 2.7470 -2.4823 -0.6997 -0.420
C 2.0976 -1.4325 -0.1953 -0.168
C 0.6313 -1.3022 -0.1554 -0.481
C 0.3274 0.2022 -0.1060 -0.240
N 0.3926 0.5492 1.3996 -0.688
C 0.2753 1.9654 1.5306 -0.217
C -1.3101 2.5482 1.1208 -0.439
C -1.5666 3.1463 -0.2002 -0.623
H 2.3179 -3.3425 -1.2587 0.185
H 3.7906 -2.7343 -0.6814 0.213
H 2.5781 -0.6426 0.3353 0.212
H 0.3763 -1.8255 0.7707 0.232
H 0.1049 -1.9526 -0.9166 0.210
H 1.1188 0.6963 -0.8073 0.206
H -0.5510 0.6654 -0.4775 0.185
H -0.0494 0.0386 2.0677 0.390
H 0.4210 2.3088 2.6160 0.210
H 0.8653 2.6237 0.8184 0.182
H -1.8191 1.6323 1.4134 0.198
H -1.6920 3.2595 1.9009 0.202
H -1.2324 4.0881 -0.4325 0.220
H -1.0864 2.5310 -0.9433 0.185
H -2.6579 3.0529 -0.4462 0.210
O 3.4514 2.7105 -0.3849 -0.946
H 2.9814 3.3208 -0.9065 0.476
H 3.0576 2.5776 0.4929 0.474
O 0.3810 1.6263 -3.2458 -1.012
H -0.2396 1.0314 -3.8124 0.509
H 0.2779 1.4679 -2.2303 0.456
O -2.1512 -3.8099 -0.0847 -0.981
H -1.6058 -3.8954 -0.8476 0.472
H -2.5885 -2.9467 -0.0561 0.493
O -1.1673 -0.6803 3.4472 -0.964
H -0.5268 -1.2829 3.1806 0.482
H -1.1050 -0.7217 4.4153 0.485
O -1.6245 0.4689 -4.3719 -0.960
H -1.6621 -0.5325 -4.6837 0.493
H -2.3161 0.5488 -3.6385 0.513
O -0.1374 -3.0485 2.5112 -0.949
H 0.6932 -3.0805 2.6002 0.462
H -0.5033 -3.4702 1.7345 0.510
O -2.9250 -1.2320 0.5641 -0.955
H -3.6990 -1.4714 1.0846 0.486
H -2.3102 -1.0559 1.2065 0.492
O -3.6073 -0.0180 -1.9501 -0.949
H -3.0974 0.6708 -1.4748 0.474
H -3.7000 -0.6814 -1.3483 0.480
O 3.4339 0.3709 3.4454 -0.945
H 2.5595 0.3156 3.0467 0.473
H 4.0170 0.5963 2.6690 0.471
O 3.1214 -0.4856 -2.6597 -0.948
H 2.6035 0.2784 -2.9353 0.478
H 2.3093 -1.1647 -2.4209 0.465
```

Output
Frontier orbital gap in Eh: 0.32415
SMILES: C=CCCNCCC.O.O.O.O.O.O.O.O.O.O
HOMO energy in eV: -8.886

***

Arrangement B

Formula: C7H35NO10
Source: OMol25
Level of theory: ωB97M-V/def2-TZVPD

Structure (XYZ):
```
53
Properties=species:S:1:pos:R:3:nbo_charge:R:1
C 0.4103 -0.9991 3.3552 -0.405
C 0.1248 -0.4505 2.1736 -0.182
C 0.0298 -1.1614 0.8661 -0.451
C 0.0738 -0.2507 -0.4177 -0.432
C -0.3391 1.1852 -0.1252 -0.401
C -0.4354 2.0783 -1.3837 -0.056
C 0.7546 3.0160 -1.5862 -0.658
N -1.7003 2.8249 -1.4430 -0.877
H 0.3223 -0.5046 4.3173 0.203
H 0.6885 -2.0610 3.4272 0.190
H -0.3712 0.5185 2.2485 0.185
H -0.9445 -1.6692 0.9388 0.225
H 0.7963 -1.9271 0.7816 0.207
H -0.4575 -0.6867 -1.2672 0.211
H 1.1181 -0.2874 -0.7505 0.248
H 0.6148 1.5368 0.3145 0.219
H -1.1839 1.4481 0.5152 0.167
H -0.3635 1.3815 -2.2499 0.178
H 0.7955 4.0271 -1.1637 0.224
H 1.6007 2.6626 -0.9059 0.218
H 1.3147 2.8743 -2.4899 0.221
H -1.5432 3.6233 -2.0348 0.366
H -2.4749 2.2628 -1.7681 0.382
O -2.5363 -1.9928 -0.7678 -0.972
H -2.2421 -1.2040 -0.2882 0.496
H -3.0176 -2.5802 -0.1804 0.476
O 3.3173 -2.5967 2.4151 -0.980
H 2.7929 -3.0579 1.7494 0.480
H 3.1497 -1.6607 2.5241 0.487
O 1.7841 -1.2330 -3.0082 -0.927
H 2.0763 -0.3157 -3.1023 0.468
H 2.5813 -1.6235 -3.3970 0.463
O -2.9569 0.0915 -2.3972 -0.978
H -3.4793 0.2785 -1.6180 0.489
H -3.2919 -0.5281 -3.0409 0.495
O -3.0024 0.1690 1.1439 -0.958
H -3.7547 0.5465 1.6161 0.482
H -2.3264 0.9128 1.1980 0.473
O 2.4987 -3.7040 0.0238 -0.963
H 1.7167 -3.5023 -0.5231 0.500
H 2.1483 -4.3788 0.6240 0.481
O -0.4248 -3.8488 -1.3550 -0.953
H 0.2400 -4.1931 -1.9621 0.461
H -0.6688 -2.9848 -1.7120 0.499
O 3.3240 -0.8478 -0.4314 -0.960
H 4.1921 -0.9737 -0.8385 0.468
H 3.1381 -1.7075 -0.0258 0.491
O 0.6672 3.8686 3.2346 -0.949
H 1.3280 3.1825 3.0725 0.465
H -0.0622 3.6341 2.6498 0.483
O -1.9472 3.6278 1.3897 -0.961
H -1.5269 4.1567 0.7011 0.490
H -2.5479 3.0239 0.9536 0.474
```

Output
Frontier orbital gap in Eh: 0.34570
SMILES: C=CCCC[C@H](C)N.O.O.O.O.O.O.O.O.O.O
HOMO energy in eV: -9.248

***

Most stable of them? arrangement B.

***

Arrangement A

Formula: C4H7ClN2
Source: OMol25
Level of theory: ωB97M-V/def2-TZVPD

Structure (XYZ):
```
14
Properties=species:S:1:pos:R:3:nbo_charge:R:1
C 0.4048 0.7044 -0.0929 0.046
C -0.7116 -0.2355 0.4487 0.086
C 0.8493 0.9875 -1.4409 -0.685
C -0.4841 -1.5193 1.1197 -0.656
N -0.3603 1.6969 0.6433 -0.145
N -1.2155 0.9138 1.1375 -0.123
Cl -1.8831 -0.4516 -0.9381 -0.071
H 1.8385 0.4171 0.6954 0.126
H 0.9284 -0.0310 -1.9364 0.237
H 1.7777 1.4586 -1.5205 0.236
H 0.2029 1.7039 -1.8614 0.233
H 0.5183 -1.5942 1.4749 0.234
H -0.6934 -2.3292 0.4343 0.242
H -1.1720 -1.7214 1.8366 0.239
```

Output
Frontier orbital gap in Eh: 0.36150
HOMO energy in eV: -10.127

***

Arrangement B

Formula: C4H7ClN2
Source: OMol25
Level of theory: ωB97M-V/def2-TZVPD

Structure (XYZ):
```
14
Properties=species:S:1:pos:R:3:nbo_charge:R:1
C -1.0032 1.7488 -0.4740 -0.343
C -0.7779 0.5144 0.0520 -0.101
C 0.6646 0.0747 -0.0914 0.015
N 1.1596 -1.1321 0.0886 -0.215
N 2.5847 -1.1553 -0.0657 -0.664
C -1.6325 -0.4342 0.7734 -0.346
Cl -2.0276 -1.8075 -0.4633 -0.098
H -2.0080 2.3398 -0.1385 0.203
H -0.3219 2.4248 -1.0480 0.222
H 1.2810 0.9546 -0.4205 0.154
H 3.0024 -0.6055 -0.8888 0.346
H 2.9601 -2.0596 -0.0912 0.363
H -2.5981 0.0746 1.1185 0.224
H -1.2833 -0.9375 1.6490 0.241
```

Output
Frontier orbital gap in Eh: 0.32956
SMILES: C=C(/C=N/N)CCl
HOMO energy in eV: -8.663

***

Arrangement C

Formula: C4H7ClN2
Source: OMol25
Level of theory: ωB97M-V/def2-TZVPD

Structure (XYZ):
```
14
Properties=species:S:1:pos:R:3:nbo_charge:R:1
C 2.2519 -0.3408 1.2378 -0.078
N 1.4292 0.2615 0.3008 -0.280
N 0.4629 -0.7489 -0.0602 -0.309
C -0.0248 -0.6027 -1.4044 -0.245
C -0.9303 -0.3311 -0.1973 -0.116
C -1.4413 1.0204 0.2059 -0.356
Cl -2.9199 1.3063 -0.8687 -0.101
H 3.0870 0.3154 1.6429 0.187
H 2.0906 -1.4307 1.8593 0.201
H -0.2570 -1.5042 -1.8978 0.205
H 0.3234 0.2788 -1.9755 0.211
H -1.5666 -1.1728 -0.1617 0.215
H -0.7028 1.8618 0.0668 0.241
H -1.8023 1.0869 1.2521 0.224
```

Output
Frontier orbital gap in Eh: 0.34745
SMILES: C=NN1C[C@@H]1CCl
HOMO energy in eV: -8.834

***

Arrangement D

Formula: C4H7ClN2
Source: OMol25
Level of theory: ωB97M-V/def2-TZVPD

Structure (XYZ):
```
14
Properties=species:S:1:pos:R:3:nbo_charge:R:1
Cl -1.3732 1.8289 0.0592 0.113
C -2.2222 0.4018 0.0966 0.271
N -2.5492 -0.5356 0.8266 -0.211
N -2.7153 -0.5151 -0.7604 -0.506
H -3.7086 -0.3175 -1.1041 0.339
C 0.4520 -1.0317 0.0558 -0.433
C 1.4624 -0.3738 0.5675 -0.181
C 2.0239 0.7932 -0.1364 -0.640
H -0.1680 -1.8454 0.6171 0.219
H 0.1860 -0.8972 -1.0101 0.195
H 1.9752 -0.7161 1.5779 0.201
H 1.7169 0.7459 -1.0996 0.208
H 3.0741 0.6728 -0.1174 0.211
H 1.8459 1.7898 0.4271 0.211
```

Output
Frontier orbital gap in Eh: 0.37107
SMILES: ClC1=NN1.C=CC
HOMO energy in eV: -9.420

***

Most stable of them? arrangement B.

***

Arrangement A

Formula: C4H7ClN2
Source: OMol25
Level of theory: ωB97M-V/def2-TZVPD

Structure (XYZ):
```
14
Properties=species:S:1:pos:R:3:nbo_charge:R:1
C 1.2951 -0.5006 0.7893 -0.200
C -2.2034 -0.1150 0.5939 -0.038
C 2.3890 -0.0319 -0.1104 -0.634
C -2.2819 0.4724 -0.8025 -0.769
N 0.4329 0.3579 1.1458 0.043
N -0.4491 1.0107 1.4501 -0.007
Cl -1.5412 -1.6269 0.5373 0.012
H 1.1243 -1.5353 0.8827 0.235
H 2.3312 -0.5747 -1.0423 0.218
H 3.2937 -0.2169 0.3668 0.216
H 2.4713 1.0142 -0.4372 0.227
H -1.2070 0.3266 -1.2447 0.209
H -3.0822 -0.1553 -1.3597 0.250
H -2.5728 1.5747 -0.7691 0.236
```

Output
Frontier orbital gap in Eh: 0.29143
HOMO energy in eV: -8.011

***

Arrangement B

Formula: C4H7ClN2
Source: OMol25
Level of theory: ωB97M-V/def2-TZVPD

Structure (XYZ):
```
14
Properties=species:S:1:pos:R:3:nbo_charge:R:1
C 0.9662 -0.8284 -0.3480 -0.433
C 0.8428 -0.1341 1.0044 -0.438
C -0.2846 -0.3902 -1.1854 -0.208
C -0.5694 0.5162 1.1294 0.026
N -1.1202 0.3129 -0.1581 -0.053
N -1.6447 -0.3926 0.8684 -0.166
Cl -1.7919 2.3559 -0.4590 -0.337
H 1.6624 -0.1950 -0.8105 0.219
H 1.2617 -1.8518 -0.6316 0.243
H 1.0285 -0.8566 1.8068 0.235
H 1.5447 0.6944 0.9512 0.225
H -0.1336 0.2852 -1.9732 0.221
H -1.0005 -1.0924 -1.6883 0.225
H -0.7613 1.5765 1.4939 0.240
```

Output
Frontier orbital gap (alpha / beta) in Eh: 0.30742 / 0.30759
HOMO energy (alpha / beta) in eV: -9.186 / -9.433

***

Arrangement C

Formula: C4H7ClN2
Source: OMol25
Level of theory: ωB97M-V/def2-TZVPD

Structure (XYZ):
```
14
Properties=species:S:1:pos:R:3:nbo_charge:R:1
C -0.5933 1.3399 0.8360 0.174
C -0.1222 -0.3406 -1.6252 -0.617
C 1.0673 0.0118 -0.6429 -0.471
C 0.6354 0.7391 0.6007 0.010
N -1.5895 1.9027 0.9686 -0.279
N -0.7295 -1.0705 1.9079 -0.625
Cl 1.9821 1.1642 1.6020 0.069
H -0.8442 0.4620 -1.8923 0.227
H -0.7305 -1.3210 -1.2821 0.208
H 0.3611 -0.7055 -2.5858 0.220
H 1.5659 -0.8751 -0.5145 0.238
H 1.7942 0.5110 -1.2907 0.236
H -1.3470 -0.5789 2.6691 0.313
H -1.4498 -1.2391 1.2492 0.296
```

Output
Frontier orbital gap (alpha / beta) in Eh: 0.29346 / 0.35777
HOMO energy (alpha / beta) in eV: -8.734 / -10.868

***

Most stable of them? arrangement C.